Record 1
C33H53CaN4O2P2 as an isolated structure in a non-equilibrium geometry, computed with ωB97M-V with the def2-TZVPD basis set.

Summary:
Charge: +1
E_HOMO (alpha / beta), eV: -6.22 / -6.22
E_LUMO (alpha / beta), eV: -2.48 / -2.48
Gap between HOMO and LUMO (alpha / beta), eV: 3.74 / 3.74

The geometry in XYZ format:
```
95
Properties=species:S:1:pos:R:3:lowdin_charge:R:1
C 0.28199 0.55363 -2.69856 -0.329
C -1.44255 1.49684 -1.44961 -0.252
C -0.10659 1.28448 -3.82082 -0.028
C -1.69730 2.44538 -2.44849 -0.021
C -1.04151 2.31072 -3.67088 -0.045
H 0.37756 1.07344 -4.77399 0.119
H -2.46162 3.20245 -2.27431 0.118
H -1.27645 2.96148 -4.51386 0.114
N -0.29892 0.75157 -1.49547 0.018
P 2.43598 -0.76536 -1.38976 1.080
P -2.80462 1.01801 1.37784 1.102
C 1.27341 -0.60568 -2.83072 -0.258
H 0.69887 -1.54738 -2.92382 0.092
H 1.83381 -0.50839 -3.77262 0.072
C 0.92081 -1.64275 2.77813 0.026
O 1.18608 -2.37656 3.62679 0.093
C -2.55137 1.00287 -0.55498 -0.228
H -3.52469 1.31089 -0.95879 0.099
C -4.52735 0.41476 1.73842 -0.602
C -2.05120 1.97121 2.77684 -0.632
C 2.90041 -2.60674 -1.43845 -0.707
C 3.83329 0.40062 -1.99357 -0.674
C -4.42840 -0.90549 2.52521 -0.070
H -3.94057 -0.76251 3.49348 0.064
H -5.44371 -1.28186 2.71409 0.097
H -3.88013 -1.67014 1.96695 0.077
C -5.32607 1.44148 2.56261 -0.095
H -4.94629 1.55367 3.58293 0.059
H -5.35526 2.42234 2.07263 0.082
H -6.36357 1.08691 2.65202 0.096
C -5.32181 0.14515 0.44070 -0.075
H -6.29790 -0.28052 0.71772 0.095
H -5.51839 1.06949 -0.11856 0.084
H -4.83106 -0.58323 -0.21719 0.083
C -2.30280 1.22697 4.09989 -0.072
H -1.89884 0.20592 4.07456 0.085
H -1.78605 1.77182 4.90482 0.099
H -3.36032 1.17582 4.37838 0.062
C -0.52722 2.12108 2.59169 -0.126
H 0.01803 1.19846 2.87039 0.043
H -0.25921 2.47652 1.58054 0.079
H -0.16624 2.89090 3.28911 0.099
C -2.67531 3.38148 2.79635 -0.081
H -3.73733 3.37806 3.06365 0.064
H -2.14692 3.98630 3.54579 0.090
H -2.56541 3.87707 1.82144 0.089
C 5.07927 0.17432 -1.11901 -0.096
H 5.82708 0.94999 -1.34706 0.091
H 4.85132 0.24293 -0.04616 0.075
H 5.55714 -0.79542 -1.31364 0.070
C 3.30539 1.83169 -1.77821 -0.097
H 2.42956 2.04595 -2.40407 0.075
H 3.03291 2.00648 -0.72838 0.036
H 4.09167 2.55488 -2.04693 0.098
C 4.20773 0.24581 -3.47620 -0.087
H 5.10137 0.86303 -3.66297 0.096
H 4.45919 -0.78306 -3.75514 0.061
H 3.42055 0.61251 -4.14732 0.077
C 1.61428 -3.45346 -1.32179 -0.092
H 0.97856 -3.37629 -2.21316 0.077
H 1.90069 -4.51191 -1.21420 0.098
H 1.01218 -3.18206 -0.44111 0.067
C 3.80994 -2.92032 -0.23422 -0.098
H 3.31885 -2.69074 0.72133 0.066
H 4.04466 -3.99449 -0.24285 0.094
H 4.75906 -2.37267 -0.26383 0.059
C 3.62216 -2.95139 -2.74403 -0.095
H 3.03303 -2.67450 -3.62880 0.086
H 4.61771 -2.49282 -2.81000 0.070
H 3.76880 -4.04221 -2.77663 0.095
Ca 0.50811 0.09697 0.73862 1.158
N -1.89359 -0.41403 1.14737 -0.246
C -2.29872 -0.33907 -0.17788 -0.584
C -2.46776 -1.50939 -1.02514 -0.220
C -2.16170 -2.78594 -0.51320 -0.087
C -3.00604 -1.38370 -2.32933 -0.065
C -2.51862 -3.92096 -1.24116 -0.112
H -1.67764 -2.85041 0.46426 0.082
C -3.41220 -2.52248 -3.02125 -0.109
H -3.11530 -0.38943 -2.76155 0.099
C -3.18124 -3.78767 -2.47136 -0.136
H -2.29733 -4.90764 -0.82960 0.097
H -3.91937 -2.41985 -3.98217 0.099
H -3.52489 -4.68087 -2.99842 0.089
C 3.63320 0.39830 3.94429 -0.030
N 3.77933 1.66242 3.22881 0.039
C 3.10308 1.99264 2.12743 -0.555
N 3.36494 3.21931 1.60551 0.187
O 2.25219 1.22613 1.55328 -0.244
H 2.80898 -0.18162 3.51838 0.038
H 3.42862 0.59567 5.00373 0.098
H 4.56132 -0.18334 3.87486 0.098
H 4.43544 2.35362 3.58456 0.155
H 2.81757 3.53807 0.81943 0.114
H 4.04123 3.83588 2.03634 0.120
```


Record 2
One molecule with the formula C11H10N2O in a non-equilibrium geometry, computed with ωB97M-V with the def2-TZVPD basis set.

Summary:
SMILES string: c1cnc2cc(C[C@H]3CO3)ccc2n1
E_HOMO, eV: -8.50
E_LUMO, eV: -0.77
Gap between HOMO and LUMO, eV: 7.72

The geometry in XYZ format:
```
24
Properties=species:S:1:pos:R:3:lowdin_charge:R:1
C 3.44985 -2.35371 1.10638 -0.090
C 2.64136 -2.95089 -0.07806 -0.089
N 1.56560 -2.29949 -0.74844 0.061
C 1.33081 -1.00552 -0.16565 -0.166
C 0.12617 -0.17032 -0.77127 0.041
C -0.29809 1.22931 -0.28711 -0.170
C -1.56526 1.94200 -0.95418 -0.098
C -2.94335 1.24443 -0.17727 -0.184
C -3.82548 0.19856 -1.16703 -0.003
O -2.87018 -0.24885 0.05260 -0.229
C 0.57340 1.87433 0.87517 -0.015
C 1.74394 1.06717 1.46676 -0.007
C 2.15861 -0.38916 0.98848 -0.179
N 3.24611 -1.05306 1.65356 0.057
H 4.28302 -2.99290 1.57802 0.105
H 2.92945 -4.00047 -0.44556 0.104
H -0.49272 -0.64988 -1.61548 0.107
H -1.64907 3.05833 -0.73136 0.106
H -1.72371 1.69285 -2.05512 0.105
H -3.56032 1.93363 0.59047 0.150
H -3.08722 -0.13627 -1.96815 0.088
H -4.63687 -0.46284 -0.71623 0.113
H 0.27252 2.91360 1.24318 0.094
H 2.33142 1.55912 2.32629 0.097
```


Computed energy above the lowest of the compared OMol25 structures with the same formula, charge and spin (kcal/mol) in order:
71.7 202.1
Computed calculated total energy (Ha) in order:
-3018.867095 -609.591070